{
  "formula": "C22H78N10O17",
  "method": "wB97M-V/def2-TZVPD",
  "orbital_gap_ev": 7.693,
  "lumo_ev": -0.376,
  "de_lowest_ev": 2.076,
  "elements": ["C", "C", "O", "H", "H", "H", "H", "H", "H", "C", "C", "O", "H", "H", "H", "H", "H", "H", "C", "C", "O", "H", "H", "H", "H", "H", "H", "C", "C", "O", "H", "H", "H", "H", "H", "H", "C", "C", "O", "H", "H", "H", "H", "H", "H", "C", "O", "N", "N", "H", "H", "H", "H", "C", "O", "N", "N", "H", "H", "H", "H", "C", "O", "N", "N", "H", "H", "H", "H", "C", "O", "N", "N", "H", "H", "H", "H", "C", "O", "N", "N", "H", "H", "H", "H", "C", "O", "H", "H", "H", "H", "C", "O", "H", "H", "H", "H", "C", "O", "H", "H", "H", "H", "C", "O", "H", "H", "H", "H", "C", "O", "H", "H", "H", "H", "C", "O", "H", "H", "H", "H", "C", "O", "H", "H", "H", "H"],
  "coordinates": [[-0.5772, -6.1455, 15.3068], [0.2607, -5.0494, 14.5901], [1.1492, -5.6607, 13.6688], [-0.0683, -7.1187, 15.4550], [-1.3852, -6.3396, 14.6175], [-0.8858, -5.7697, 16.2650], [0.8112, -4.5140, 15.3626], [-0.4222, -4.3112, 14.1162], [1.5699, -4.9543, 13.1813], [-4.0334, -5.8360, 13.6069], [-4.8315, -6.8732, 14.4724], [-5.8894, -7.6030, 13.7950], [-3.4303, -5.2478, 14.2701], [-4.7327, -5.2076, 13.0550], [-3.3191, -6.2997, 12.8736], [-5.4239, -6.2807, 15.2035], [-4.2522, -7.6124, 15.0881], [-6.2568, -8.0336, 14.5396], [-7.0602, -5.6843, 11.4243], [-5.8558, -6.2743, 10.6132], [-5.7329, -5.4028, 9.4991], [-6.8483, -4.6385, 11.8000], [-7.3441, -6.1798, 12.3199], [-7.8809, -5.5437, 10.7520], [-5.9382, -7.3683, 10.3178], [-4.9022, -6.2861, 11.1921], [-5.2891, -5.9132, 8.8187], [-7.5791, -2.2200, 15.5909], [-8.0435, -3.6419, 15.5022], [-7.3756, -4.3524, 14.4284], [-8.0232, -1.9058, 16.5533], [-7.9604, -1.6394, 14.7636], [-6.4900, -2.1922, 15.6935], [-9.1495, -3.6687, 15.3716], [-7.7389, -4.0942, 16.3941], [-7.3661, -5.2712, 14.6751], [-0.9412, -5.2452, 10.9872], [-2.3275, -5.3558, 10.4889], [-2.4158, -4.8388, 9.1363], [-0.5643, -4.2938, 10.9770], [-0.2732, -5.8595, 10.4304], [-0.8413, -5.5282, 12.0117], [-2.9306, -4.6985, 11.1395], [-2.6723, -6.3078, 10.6791], [-2.8980, -4.0008, 9.1522], [-9.3966, -7.1197, 14.6289], [-8.1189, -6.9621, 15.0975], [-9.7117, -7.7564, 13.5456], [-10.3805, -6.4415, 15.1609], [-8.9115, -8.1600, 12.9873], [-10.6217, -8.1610, 13.3777], [-10.2399, -5.8334, 15.9852], [-11.4114, -6.6098, 14.9145], [-4.2605, -2.0760, 9.6456], [-3.8470, -2.5136, 8.3923], [-4.9864, -2.8540, 10.4191], [-4.1616, -0.8988, 10.1170], [-5.3439, -3.7393, 9.9871], [-4.9824, -2.8209, 11.4943], [-3.4535, -0.2621, 9.6651], [-4.8653, -0.4218, 10.6858], [0.0057, -8.5761, 12.5836], [-1.1883, -7.9846, 12.7283], [0.2249, -9.7580, 13.0184], [0.7661, -8.5774, 11.5641], [-0.6871, -10.0547, 13.4914], [0.8246, -9.7016, 13.8593], [0.5382, -7.9838, 10.7293], [1.8284, -8.5640, 11.6412], [-7.7300, -10.1529, 11.9983], [-7.4036, -10.8974, 13.0929], [-7.6759, -8.8652, 11.9619], [-8.0252, -10.7196, 10.8754], [-7.1910, -8.3593, 12.6726], [-7.8748, -8.4482, 11.0824], [-7.7225, -11.7213, 10.8784], [-7.9557, -10.2786, 9.9959], [-6.3089, -5.8498, 18.1290], [-5.0980, -5.8460, 17.5170], [-6.4018, -5.4775, 19.3686], [-7.4534, -6.1884, 17.6040], [-5.5027, -5.1816, 19.8993], [-7.2383, -5.6107, 19.9716], [-7.3768, -6.5395, 16.6668], [-8.3001, -5.8320, 18.0445], [-5.6031, -9.2526, 16.9414], [-6.2805, -9.4062, 15.7581], [-5.8466, -8.2825, 17.3840], [-4.5485, -9.2417, 16.8458], [-5.8270, -10.0421, 17.6414], [-7.1438, -9.8036, 15.9760], [-2.0542, -9.5651, 15.2132], [-2.1701, -10.5359, 14.2728], [-1.0003, -9.2716, 15.4263], [-2.3999, -10.0341, 16.1569], [-2.6699, -8.7631, 14.8666], [-3.0384, -10.9341, 14.3932], [-4.9606, -12.2107, 15.2118], [-4.7637, -11.1443, 14.3683], [-4.0144, -12.4758, 15.6952], [-5.3277, -13.0658, 14.6760], [-5.6329, -12.0059, 16.0159], [-5.5697, -10.6537, 14.3386], [-3.9238, -9.2020, 11.6619], [-3.2934, -10.4631, 11.5347], [-3.5814, -8.3604, 11.0833], [-3.8334, -8.9341, 12.7229], [-4.9632, -9.2550, 11.5694], [-3.7140, -10.9178, 12.2454], [-5.0657, -1.3937, 13.6100], [-5.1406, -2.7257, 13.1126], [-5.9953, -0.7866, 13.3617], [-4.1910, -0.9109, 13.1813], [-4.7838, -1.3439, 14.6631], [-5.8483, -3.1483, 13.5930], [-3.4995, -3.6295, 16.2681], [-2.6565, -3.0542, 15.3262], [-3.1843, -4.5936, 16.4927], [-4.5333, -3.6259, 16.0685], [-3.4554, -3.0324, 17.1775], [-3.1004, -2.2490, 14.9719], [-2.4447, -7.3032, 17.9928], [-3.5737, -7.6418, 18.6822], [-2.1905, -6.3095, 18.3600], [-2.5937, -7.3365, 16.9377], [-1.6178, -8.0377, 18.1775], [-4.1932, -6.9706, 18.4914]],
  "forces_ev_per_angstrom": [[0.7, 0.3, -1.3], [-0.5, -0.5, 1.0], [-0.1, -0.1, 0.0], [0.2, 0.7, -0.1], [-0.6, -0.4, 0.3], [-0.4, 0.1, 0.3], [0.3, 0.2, 0.0], [0.3, -0.5, 0.1], [0.2, 0.1, -0.3], [-0.2, -2.3, -0.4], [-0.7, 1.0, 0.4], [1.9, 1.0, -1.9], [0.2, 0.5, 0.3], [0.1, 0.0, 0.2], [-0.7, 0.1, 0.7], [0.9, 0.0, -0.1], [0.0, 0.9, -0.8], [-1.2, -1.2, 1.1], [1.6, 1.2, -0.3], [-0.1, -0.3, 1.4], [-0.2, -1.0, -0.4], [0.2, -1.0, -0.6], [-0.1, -0.8, 0.6], [-0.7, -0.2, -0.4], [-0.5, 1.2, 0.1], [-0.8, 0.3, -0.2], [0.4, 0.4, -0.4], [-0.4, -0.3, 0.9], [0.0, -0.2, -2.0], [-0.4, 1.9, 0.2], [0.2, 0.6, -0.5], [0.1, 0.4, -0.1], [-0.3, 0.2, -0.1], [0.5, -0.2, 0.1], [0.0, -0.9, 1.5], [-0.1, -1.2, 0.0], [0.1, -1.6, 0.5], [0.1, 4.0, -0.2], [0.0, -1.5, 0.8], [0.7, 2.8, -0.5], [0.6, -0.6, -0.6], [-0.2, -0.7, 0.8], [-0.1, -0.2, -0.2], [-0.9, -2.4, -0.5], [-0.2, 0.2, -0.4], [5.8, 1.9, 2.3], [-5.5, -0.9, -2.2], [1.4, -2.5, -2.6], [-4.1, 1.7, 2.5], [-1.4, 0.2, 0.9], [0.1, 0.4, 0.1], [0.1, -0.9, -1.0], [2.5, 0.4, 0.3], [-0.1, -5.5, -6.7], [-1.2, 2.4, 5.8], [-1.4, -2.9, 1.5], [2.9, 7.1, 0.4], [0.8, 1.0, 0.5], [-0.1, 0.2, -2.2], [-1.4, -1.0, 0.6], [0.5, -0.9, -0.4], [-9.8, 4.2, -0.9], [5.5, -1.5, -0.7], [-0.8, -7.2, 9.1], [5.8, 5.8, -8.6], [1.2, -0.1, -0.9], [0.3, -0.5, -0.4], [0.1, 0.0, 1.5], [-2.2, -0.8, 0.3], [2.9, -4.6, 6.7], [-1.7, 3.4, -4.5], [-0.6, 2.5, 0.2], [-0.4, -4.8, -1.8], [1.1, 0.6, 0.4], [0.2, 0.8, -0.4], [-0.8, 1.3, -0.1], [0.1, 0.7, -0.7], [5.8, 0.3, -2.4], [-5.4, 0.0, 2.2], [1.9, 1.9, 5.7], [-0.8, -0.4, -0.8], [-2.3, -0.8, -1.6], [1.1, 0.0, -1.0], [-1.1, -0.1, -0.6], [0.4, -0.5, -0.7], [0.0, 1.0, 2.0], [-1.7, -0.9, -1.2], [0.0, -0.2, 0.2], [1.1, -0.1, -0.7], [-0.2, -0.3, 0.4], [0.4, 0.4, -0.5], [0.2, 0.0, 2.4], [1.0, -2.0, -1.5], [-0.7, 0.0, -0.6], [-0.1, 0.9, 0.1], [0.0, 1.2, 0.5], [-0.3, 0.1, -0.4], [0.7, -1.2, 0.7], [1.2, 0.2, -0.7], [0.1, -0.1, -0.2], [-0.2, -0.6, -0.3], [-0.7, 0.4, 0.6], [-1.0, 0.9, -0.4], [0.8, 0.2, 2.2], [0.2, 0.8, -1.7], [0.8, -0.3, -0.6], [0.3, 0.5, -0.2], [-2.0, -0.4, -0.7], [-0.1, -1.1, 0.8], [0.0, 0.7, -0.6], [0.4, 1.1, 0.8], [1.1, -0.7, 0.5], [-0.1, 0.0, -0.7], [-0.8, -0.2, 0.3], [-0.7, -0.9, 0.3], [0.2, 1.8, 1.4], [-0.1, 1.3, -1.5], [0.5, -1.7, 0.2], [-1.4, -0.3, -1.1], [0.2, 0.0, 0.6], [0.7, -1.0, 0.3], [1.7, -0.2, 0.5], [-0.1, -2.7, 1.7], [0.9, 0.2, -0.6], [-0.1, 0.4, -1.1], [-0.6, 0.7, 0.2], [-1.4, 1.4, -0.6]],
  "lowdin_charge": [-0.071, -0.300, -0.087, 0.079, 0.038, 0.050, 0.099, 0.107, 0.078, -0.024, -0.209, -0.144, 0.043, 0.050, 0.068, 0.083, 0.100, -0.008, -0.059, -0.269, -0.096, 0.078, 0.020, 0.067, 0.112, 0.078, 0.105, -0.076, -0.293, -0.083, 0.093, 0.078, 0.058, 0.118, 0.066, 0.016, -0.086, -0.299, -0.076, 0.051, 0.063, 0.040, 0.105, 0.054, 0.012, -0.566, -0.122, 0.192, 0.156, 0.082, 0.126, 0.119, 0.160, -0.638, -0.128, 0.160, 0.146, 0.085, 0.083, 0.148, 0.120, -0.668, -0.037, 0.111, 0.136, 0.091, 0.125, 0.126, 0.160, -0.623, -0.080, 0.160, 0.177, 0.068, 0.116, 0.156, 0.102, -0.625, -0.087, 0.151, 0.176, 0.177, 0.132, 0.054, 0.129, -0.141, -0.131, 0.065, 0.059, 0.094, 0.124, -0.197, -0.139, 0.086, 0.095, 0.053, 0.035, -0.144, -0.129, 0.096, 0.083, 0.069, 0.034, -0.152, -0.080, 0.066, 0.068, 0.033, 0.030, -0.147, -0.139, 0.112, 0.080, 0.062, 0.041, -0.186, -0.104, 0.038, 0.048, 0.087, 0.066, -0.200, -0.122, 0.084, 0.040, 0.103, -0.024]
}